1.
Entry from the OMol25 dataset: a single C21H30N2O7 molecule (ωB97M-V with the def2-TZVPD basis set).

Each line ends with the natural charge from an NBO analysis.
Atoms and positions in Å:
C (7.062, 1.136, -0.425)  -0.262
H (7.273, 2.202, -0.313)  0.194
H (7.683, 0.701, -1.203)  0.195
H (7.242, 0.641, 0.531)  0.191
O (5.715, 0.941, -0.835)  -0.506
C (4.774, 1.473, -0.045)  0.805
O (5.020, 2.114, 0.941)  -0.601
C (3.393, 1.147, -0.563)  -0.530
C (2.344, 2.079, 0.039)  -0.387
H (2.533, 3.104, -0.287)  0.220
H (2.426, 2.052, 1.127)  0.232
C (0.927, 1.684, -0.369)  -0.122
N (-0.022, 2.707, 0.033)  -0.621
C (-1.307, 2.544, -0.389)  0.896
O (-1.628, 1.882, -1.345)  -0.653
O (-2.162, 3.257, 0.370)  -0.511
C (-3.537, 3.058, 0.061)  -0.103
C (-4.002, 1.653, 0.354)  0.050
C (-5.071, 1.116, -0.351)  -0.239
C (-5.513, -0.166, -0.081)  -0.206
C (-4.888, -0.928, 0.892)  -0.229
C (-3.818, -0.399, 1.593)  -0.196
C (-3.379, 0.886, 1.329)  -0.250
H (-2.540, 1.287, 1.879)  0.229
H (-3.323, -0.984, 2.354)  0.215
H (-5.230, -1.932, 1.098)  0.213
H (-6.346, -0.574, -0.636)  0.213
H (-5.555, 1.705, -1.116)  0.210
H (-3.713, 3.294, -0.994)  0.201
H (-4.069, 3.780, 0.689)  0.206
H (0.091, 3.068, 0.970)  0.410
C (0.524, 0.374, 0.325)  0.686
O (0.216, 0.350, 1.499)  -0.644
N (0.495, -0.713, -0.470)  -0.602
H (0.823, -0.650, -1.420)  0.406
C (0.309, -2.034, 0.076)  -0.151
C (1.688, -2.658, 0.297)  0.798
O (2.718, -2.143, -0.057)  -0.613
O (1.614, -3.826, 0.925)  -0.502
C (2.851, -4.479, 1.191)  -0.261
H (3.481, -3.849, 1.820)  0.197
H (3.377, -4.685, 0.257)  0.194
H (2.601, -5.405, 1.702)  0.198
C (-0.557, -2.938, -0.806)  -0.384
H (-0.148, -2.951, -1.819)  0.197
H (-0.479, -3.948, -0.398)  0.223
C (-2.038, -2.533, -0.852)  -0.226
C (-2.294, -1.373, -1.808)  -0.611
H (-1.946, -1.619, -2.809)  0.190
H (-1.805, -0.460, -1.481)  0.238
H (-3.360, -1.167, -1.860)  0.212
C (-2.880, -3.739, -1.269)  -0.598
H (-2.590, -4.081, -2.260)  0.200
H (-3.933, -3.468, -1.296)  0.210
H (-2.756, -4.563, -0.569)  0.202
H (-2.346, -2.227, 0.153)  0.203
H (-0.161, -1.906, 1.058)  0.258
H (0.843, 1.581, -1.455)  0.217
H (3.408, 1.208, -1.652)  0.226
H (3.192, 0.106, -0.291)  0.270

As for the electronic energy: -1454.49919 Ha. As for the strongest force on any atom: 0.633 eV/A. As for the total charge: 0. As for the relative energy (zero: lowest compared OMol25 entry of this formula, charge and spin): 3.1 kcal per mole. For the HOMO-LUMO gap, the calculation gives 9.828 eV. The molar mass is 422.48 g/mol.


2.
Entry from the OMol25 dataset: C21H30N4O6S as an isolated structure in a non-equilibrium geometry (ωB97M-V with the def2-TZVPD basis set).

Each line ends with the natural charge from an NBO analysis.
Atoms and positions in Å:
C (0.917, 5.569, 3.083)  -0.630
C (1.976, 4.768, 2.460)  -0.080
H (1.760, 3.682, 2.251)  0.240
H (2.894, 4.983, 3.084)  0.188
O (2.242, 5.508, 1.242)  -0.503
C (1.773, 5.035, 0.226)  0.851
O (0.883, 4.323, 0.367)  -0.644
C (2.254, 5.648, -1.231)  -0.564
H (1.710, 6.531, -1.527)  0.245
H (3.316, 5.840, -0.957)  0.244
S (2.332, 4.373, -2.670)  0.345
C (2.857, 3.130, -1.790)  0.038
N (3.169, 3.150, -0.353)  -0.341
N (3.726, 1.746, -0.173)  -0.298
C (3.281, 1.096, -1.173)  0.293
N (2.936, 1.766, -2.046)  -0.326
C (2.298, 1.319, -3.258)  -0.471
H (3.215, 1.376, -4.069)  0.193
H (1.495, 1.902, -3.867)  0.248
H (2.090, 0.262, -3.337)  0.263
C (3.479, -0.377, -1.156)  -0.248
N (2.555, -1.076, -0.550)  -0.672
C (1.413, -1.583, -1.388)  0.712
O (1.583, -1.615, -2.489)  -0.579
C (0.022, -1.935, -0.847)  -0.141
C (-0.358, -1.426, 0.555)  -0.330
C (-1.544, -1.754, 1.389)  0.307
C (-2.136, -2.968, 0.566)  0.295
C (-1.617, -3.505, -0.372)  0.178
C (-0.566, -3.120, -1.027)  -0.206
H (-0.205, -3.538, -2.126)  0.230
O (-2.571, -4.487, -0.912)  -0.534
C (-2.190, -5.257, -2.122)  -0.086
C (-2.720, -4.319, -3.204)  -0.619
H (-3.731, -4.123, -3.159)  0.221
H (-2.027, -3.558, -3.507)  0.228
H (-2.622, -4.893, -4.311)  0.182
H (-2.570, -6.269, -1.931)  0.205
H (-1.098, -5.462, -2.206)  0.181
O (-3.066, -3.421, 1.295)  -0.510
C (-4.367, -2.731, 1.600)  -0.083
C (-4.716, -2.307, 0.140)  -0.624
H (-5.119, -3.134, -0.419)  0.218
H (-5.947, -1.685, 0.328)  0.155
H (-4.273, -1.576, -0.587)  0.247
H (-5.230, -3.314, 2.089)  0.230
H (-4.238, -1.746, 2.108)  0.200
O (-2.084, -1.317, 2.506)  -0.459
C (-1.295, -0.247, 2.923)  -0.010
C (0.068, -0.756, 3.799)  -0.571
H (0.408, -0.047, 4.315)  0.182
H (0.614, -1.308, 3.098)  0.206
H (-0.570, -1.704, 4.434)  0.186
H (-1.974, 0.106, 3.876)  0.174
H (-0.927, 0.423, 2.498)  0.145
H (0.377, -0.640, 0.964)  0.180
H (2.146, -0.923, 0.462)  0.407
H (4.473, -0.685, -0.484)  0.231
H (3.679, -0.903, -2.199)  0.240
H (0.131, 5.261, 2.580)  0.215
H (0.982, 6.719, 3.116)  0.220
H (0.705, 5.195, 4.090)  0.205

As for the electronic energy: -1886.11834 Ha. As for the strongest force on any atom: 19.804 eV/A. As for the total charge: 0. As for the relative energy (zero: lowest compared OMol25 entry of this formula, charge and spin): 519.0 kcal per mole. For the HOMO-LUMO gap, the calculation gives 8.660 eV. The molar mass is 466.56 g/mol.